# 1
Formula: C27H40AsOP3Pd
Source: the Open Molecules 2025 dataset
Level of theory: the ωB97M-V functional and the def2-TZVPD basis

Geometry as XYZ:
```
73
Properties=species:S:1:pos:R:3:mulliken_charge:R:1
Pd -0.42 0.62 0.01 -0.02
C 0.92 -0.24 3.30 -1.50
P -0.64 0.06 2.42 1.30
C -1.56 1.12 3.57 -1.35
C -1.46 -1.57 2.48 -1.33
C -2.27 -1.76 1.20 -0.80
P -1.30 -1.35 -0.29 1.02
C 0.03 -2.55 -0.34 -1.39
C -2.45 -1.78 -1.60 -1.39
H 0.75 -0.72 4.26 0.54
H 1.45 0.70 3.48 0.46
H 1.56 -0.88 2.68 0.24
H -1.63 0.64 4.55 0.46
H -2.57 1.31 3.19 0.37
H -1.05 2.07 3.68 0.34
H -2.09 -1.67 3.36 0.59
H -0.68 -2.32 2.56 0.34
H -3.16 -1.12 1.19 0.27
H -2.62 -2.79 1.11 0.65
H -0.40 -3.53 -0.11 0.49
H 0.80 -2.28 0.38 0.29
H 0.48 -2.56 -1.32 0.43
H -2.77 -2.81 -1.40 0.50
H -1.97 -1.75 -2.58 0.42
H -3.32 -1.13 -1.60 0.40
O 1.60 -0.30 -0.39 -0.15
As 2.56 0.98 -0.92 1.05
C 1.53 2.57 -0.54 1.06
C 1.04 2.62 0.77 -1.33
C 0.43 3.78 1.25 -0.93
C 0.35 4.90 0.44 -0.80
C 0.87 4.86 -0.85 -0.78
C 1.45 3.70 -1.35 -0.74
C 4.09 1.17 0.18 0.29
C 4.31 0.23 1.18 -0.11
C 5.41 0.39 2.02 -0.74
C 6.25 1.48 1.86 -0.48
C 6.02 2.41 0.85 -0.73
C 4.93 2.26 0.01 -0.45
C 3.11 0.79 -2.71 0.46
C 2.50 1.45 -3.78 -0.06
C 2.98 1.26 -5.07 -0.80
C 4.06 0.41 -5.28 -0.50
C 4.65 -0.26 -4.22 -0.74
C 4.18 -0.07 -2.93 -0.69
H 1.32 1.83 1.47 1.02
H 0.07 3.82 2.27 0.40
H -0.08 5.81 0.82 0.46
H 0.84 5.75 -1.47 0.41
H 1.87 3.71 -2.35 0.59
H 3.66 -0.62 1.28 0.40
H 5.60 -0.33 2.80 0.45
H 7.11 1.60 2.51 0.41
H 6.69 3.26 0.73 0.44
H 4.76 2.99 -0.78 0.38
H 1.64 2.09 -3.63 0.26
H 2.52 1.78 -5.90 0.43
H 4.44 0.28 -6.29 0.42
H 5.48 -0.93 -4.40 0.42
H 4.66 -0.58 -2.11 0.43
C -2.10 3.51 -1.49 -1.38
P -2.17 1.74 -1.15 1.73
C -3.81 1.52 -0.41 -1.41
C -2.34 1.12 -2.87 -1.56
H -2.97 3.76 -2.10 0.50
H -1.19 3.75 -2.04 0.35
H -2.11 4.10 -0.58 0.39
H -4.58 1.84 -1.12 0.47
H -3.90 2.12 0.49 0.37
H -3.99 0.48 -0.14 0.29
H -3.38 0.88 -3.11 0.41
H -1.73 0.25 -3.04 0.30
H -2.01 1.90 -3.56 0.47
```

For the total energy, the calculation gives -4515.323691 Eh. The energy above the lowest of the compared OMol25 structures with the same formula, charge and spin comes out at 10.80 kcal per mole. As for the maximum force: 1.22 eV/A. For the HOMO-LUMO gap (alpha / beta), the calculation gives 6.72 / 6.72 eV. The charge is +2. The calculation puts the HOMO energy (alpha / beta) at -13.49 / -13.49 eV.


# 2
Formula: C27H40BF4MgN4O2S2Si
Source: the Open Molecules 2025 dataset
Level of theory: the ωB97M-V functional and the def2-TZVPD basis

Geometry as XYZ:
```
82
Properties=species:S:1:pos:R:3:mulliken_charge:R:1
Mg -1.46 0.15 -0.68 2.36
N -2.03 -0.63 4.40 -0.09
C -1.96 -1.86 3.54 -0.84
C -2.38 -1.50 2.12 -0.69
N -1.57 -0.40 1.58 0.59
C -1.62 0.78 2.44 -0.53
C -1.17 0.48 3.85 -0.12
H -1.75 -0.85 5.35 0.37
H -3.00 -0.31 4.44 0.39
H -2.61 -2.62 3.98 0.47
H -0.92 -2.20 3.58 0.23
H -3.43 -1.20 2.09 0.43
H -2.26 -2.37 1.48 0.36
H -0.60 -0.70 1.52 -0.62
H -2.64 1.17 2.43 0.51
H -0.97 1.55 2.01 -0.35
H -1.27 1.34 4.51 0.41
H -0.14 0.11 3.88 -0.14
C -4.17 -3.12 -3.04 -1.22
N -2.93 -2.50 -2.57 0.13
C -1.86 -3.14 -2.11 0.65
S -0.74 -2.36 -1.06 -0.60
N -1.62 -4.41 -2.46 -0.21
C -2.04 -5.07 -3.69 -1.01
H -4.97 -2.40 -2.89 0.41
H -4.40 -4.01 -2.46 0.41
H -4.14 -3.37 -4.10 0.32
H -3.02 -1.54 -2.27 0.02
H -0.79 -4.78 -2.02 0.30
H -3.02 -5.53 -3.61 0.30
H -1.32 -5.85 -3.92 0.36
H -2.04 -4.36 -4.52 0.32
F -4.96 1.29 -1.10 -0.33
B -4.04 0.85 -0.21 0.10
F -2.83 1.64 -0.23 -0.41
F -4.51 0.76 1.09 -0.38
F -3.53 -0.46 -0.61 -0.38
O 0.22 0.75 -0.08 0.37
Si 1.69 1.15 0.41 -0.43
C 3.04 0.80 -0.84 0.54
C 3.52 -0.49 -1.07 -0.28
C 4.45 -0.76 -2.06 -0.78
C 4.94 0.27 -2.85 -0.55
C 4.49 1.57 -2.64 -0.77
C 3.55 1.83 -1.65 -0.14
C 1.99 0.13 1.99 1.05
C 2.39 0.70 3.21 -0.60
C 2.50 -0.06 4.37 -0.92
C 2.22 -1.41 4.35 -0.61
C 1.82 -2.01 3.16 -1.04
C 1.70 -1.25 2.01 -0.03
C 1.78 2.96 0.88 0.46
C 0.62 3.74 0.83 -0.15
C 0.63 5.08 1.18 -0.75
C 1.82 5.67 1.59 -0.54
C 2.99 4.92 1.64 -0.85
C 2.96 3.58 1.28 -0.01
H 3.17 -1.32 -0.45 0.27
H 4.81 -1.77 -2.20 0.44
H 5.67 0.07 -3.62 0.41
H 4.88 2.38 -3.24 0.43
H 3.22 2.85 -1.49 0.39
H 2.62 1.76 3.24 0.33
H 2.83 0.42 5.29 0.43
H 2.33 -2.01 5.25 0.42
H 1.61 -3.08 3.13 0.55
H 1.38 -1.74 1.09 0.27
H -0.31 3.29 0.49 0.08
H -0.27 5.67 1.13 0.45
H 1.84 6.72 1.87 0.39
H 3.92 5.38 1.94 0.42
H 3.89 3.01 1.30 0.53
C -1.01 1.51 -4.92 -1.13
S -0.84 0.08 -3.87 0.44
C 0.86 0.28 -3.41 -0.68
O -1.66 0.46 -2.64 -0.90
H -0.71 2.40 -4.37 0.30
H -2.05 1.58 -5.22 0.42
H -0.38 1.37 -5.80 0.44
H 1.49 0.14 -4.29 0.65
H 1.09 -0.48 -2.66 0.00
H 1.00 1.28 -2.98 0.18
```

For the total energy, the calculation gives -3132.919475 Eh. The energy above the lowest of the compared OMol25 structures with the same formula, charge and spin comes out at 0.00 kcal per mole. As for the maximum force: 0.45 eV/A. For the HOMO-LUMO gap, the calculation gives 8.48 eV. The charge is +1. The calculation puts the HOMO energy at -10.97 eV.


# 3
Formula: C27H40BrIN3O2PdSi
Source: the Open Molecules 2025 dataset
Level of theory: the ωB97M-V functional and the def2-TZVPD basis

Geometry as XYZ:
```
76
Properties=species:S:1:pos:R:3:mulliken_charge:R:1
Pd 0.70 1.80 0.10 0.14
C 3.96 -1.23 1.47 -0.75
C 3.83 -0.06 2.39 0.42
N 4.87 0.32 3.08 -0.73
C 4.75 1.40 3.91 -0.82
C 3.60 2.14 4.02 0.53
C 3.62 3.33 4.93 -0.90
O 3.61 4.58 4.24 -0.53
C 2.46 1.78 3.25 0.49
C 1.30 2.62 3.28 -0.47
N 0.28 2.58 2.49 0.06
C -0.77 3.44 2.79 -0.14
C -1.40 3.39 4.04 0.09
C -2.49 4.20 4.33 -0.64
C -2.99 5.07 3.37 -0.51
C -2.38 5.14 2.13 -0.41
C -1.29 4.34 1.84 -0.26
I -0.34 4.46 -0.01 0.10
C 2.52 0.59 2.46 0.22
O 1.56 0.08 1.83 -0.60
H 5.00 -1.51 1.37 0.38
H 3.52 -0.98 0.50 -0.01
H 3.38 -2.08 1.85 0.24
H 5.63 1.65 4.50 0.29
H 4.52 3.27 5.56 0.33
H 2.76 3.35 5.60 0.36
H 4.10 4.46 3.42 0.37
H 1.32 3.42 4.03 0.55
H -1.03 2.68 4.76 0.49
H -2.96 4.13 5.31 0.35
H -3.85 5.70 3.59 0.36
H -2.75 5.82 1.38 0.37
N 3.52 1.84 -0.76 -0.53
C 2.33 1.70 -0.85 -0.18
H 4.13 1.99 0.02 0.29
C 0.01 -2.08 0.32 -2.39
C -1.03 -2.70 -0.63 3.05
C -2.30 -2.93 0.21 -2.25
C -0.51 -4.08 -1.09 -1.84
Si -1.39 -1.55 -2.12 0.39
Br -1.62 0.52 -1.27 -0.34
C 0.06 -1.44 -3.37 2.51
C 0.07 -2.63 -4.34 -1.90
C 1.41 -1.43 -2.62 -2.02
C 0.02 -0.13 -4.17 -1.92
C -3.09 -1.93 -2.98 2.30
C -3.22 -1.14 -4.28 -2.07
C -3.23 -3.43 -3.30 -1.77
C -4.29 -1.51 -2.11 -1.87
H 0.16 -2.75 1.18 0.63
H -0.30 -1.11 0.72 0.22
H 0.98 -1.92 -0.13 0.05
H -2.03 -3.48 1.12 0.57
H -3.05 -3.52 -0.32 0.43
H -2.75 -1.98 0.52 0.35
H -0.38 -4.72 -0.21 0.51
H 0.46 -4.01 -1.58 0.30
H -1.21 -4.58 -1.76 0.30
H 0.09 -3.59 -3.82 0.29
H 0.97 -2.58 -4.96 0.53
H -0.79 -2.62 -5.01 0.32
H 1.61 -2.38 -2.12 0.26
H 1.45 -0.63 -1.88 0.11
H 2.21 -1.25 -3.34 0.67
H -0.90 0.00 -4.73 0.30
H 0.85 -0.13 -4.89 0.55
H 0.16 0.73 -3.51 0.29
H -2.49 -1.44 -5.03 0.31
H -3.11 -0.06 -4.11 0.33
H -4.22 -1.30 -4.71 0.59
H -2.41 -3.80 -3.92 0.27
H -4.16 -3.59 -3.86 0.53
H -3.28 -4.04 -2.40 0.28
H -4.25 -0.44 -1.87 0.32
H -4.34 -2.06 -1.17 0.34
H -5.21 -1.70 -2.66 0.52
```

For the total energy, the calculation gives -4656.752400 Eh. The energy above the lowest of the compared OMol25 structures with the same formula, charge and spin comes out at 3.28 kcal per mole. As for the maximum force: 0.65 eV/A. For the HOMO-LUMO gap, the calculation gives 6.08 eV. The charge is -1. The calculation puts the HOMO energy at -3.64 eV.


# 4
Formula: C27H40F2O5
Source: the Open Molecules 2025 dataset
Level of theory: the ωB97M-V functional and the def2-TZVPD basis

Geometry as XYZ:
```
74
Properties=species:S:1:pos:R:3:mulliken_charge:R:1
F 27.46 32.33 23.40 -0.33
C 26.70 31.30 23.05 0.34
C 27.16 30.01 23.32 -0.39
C 26.38 28.92 22.94 -0.51
C 25.21 29.13 22.24 -0.22
C 24.79 30.41 21.92 -0.20
C 25.51 31.51 22.39 -0.59
H 28.07 29.90 23.90 0.42
H 26.73 27.95 23.25 0.37
H 24.63 28.29 21.87 0.42
H 23.83 30.56 21.44 0.27
H 25.17 32.53 22.23 0.43
F 25.46 23.35 18.82 -0.36
C 24.42 24.02 18.29 0.37
C 24.59 24.68 17.09 -0.36
C 23.55 25.45 16.59 -0.50
C 22.31 25.44 17.22 -0.31
C 22.12 24.70 18.38 -0.50
C 23.20 24.00 18.92 -0.45
H 25.54 24.65 16.57 0.44
H 23.67 25.97 15.65 0.36
H 21.44 25.91 16.78 0.47
H 21.19 24.61 18.92 0.41
H 23.09 23.51 19.88 0.40
C 24.12 28.89 18.40 -0.57
C 23.21 28.83 17.21 0.40
O 23.62 28.77 16.08 -0.66
C 21.72 28.86 17.49 -0.12
H 24.29 27.92 18.86 0.31
H 23.74 29.62 19.12 0.19
H 25.12 29.20 18.09 0.30
H 21.35 29.87 17.38 0.14
H 21.56 28.42 18.48 0.17
H 21.31 28.18 16.75 -0.23
C 29.23 25.88 19.74 -1.30
C 27.95 26.65 19.74 0.81
O 27.28 26.76 20.74 -0.50
C 27.61 27.43 18.48 -0.72
H 29.35 25.29 20.65 0.33
H 30.11 26.54 19.73 0.33
H 29.33 25.24 18.87 0.36
H 26.84 26.91 17.92 0.15
H 28.49 27.70 17.90 0.40
H 27.11 28.35 18.79 0.16
C 18.28 28.81 15.31 -1.07
C 18.98 29.68 14.31 0.98
O 18.90 30.88 14.37 -0.56
C 19.73 29.02 13.19 -1.16
H 18.04 29.38 16.20 0.24
H 18.75 27.84 15.45 0.21
H 17.27 28.59 14.91 0.42
H 20.22 29.77 12.58 0.32
H 19.03 28.44 12.59 0.34
H 20.50 28.29 13.48 0.29
C 21.27 29.09 21.82 -0.36
C 20.17 28.09 21.60 0.71
O 20.03 27.52 20.54 -0.52
C 19.23 27.83 22.75 -1.30
H 21.92 29.14 20.95 -0.29
H 21.85 28.71 22.67 0.39
H 20.87 30.06 22.09 0.37
H 18.48 27.12 22.39 0.34
H 18.74 28.76 23.02 0.32
H 19.78 27.41 23.58 0.34
C 18.49 32.19 19.88 -1.04
C 19.71 32.09 19.02 0.82
O 20.82 32.08 19.49 -0.56
C 19.54 32.02 17.51 -0.74
H 18.34 31.37 20.58 0.20
H 17.59 32.27 19.26 0.34
H 18.53 33.07 20.54 0.33
H 18.86 32.77 17.12 0.56
H 19.20 31.02 17.26 -0.23
H 20.54 32.22 17.13 0.32
```

For the total energy, the calculation gives -1628.714818 Eh. The energy above the lowest of the compared OMol25 structures with the same formula, charge and spin comes out at 0.00 kcal per mole. As for the maximum force: 1.25 eV/A. For the HOMO-LUMO gap, the calculation gives 9.56 eV. The structure (SMILES) is Fc1ccccc1.Fc1ccccc1.CC(C)=O.CC(C)=O.CC(C)=O.CC(C)=O.CC(C)=O. The calculation puts the HOMO energy at -9.03 eV.


# 5
Formula: C27H40IrN2OP2
Source: the Open Molecules 2025 dataset
Level of theory: the ωB97M-V functional and the def2-TZVPD basis

Geometry as XYZ:
```
73
Properties=species:S:1:pos:R:3:mulliken_charge:R:1
Ir -0.24 0.62 -0.13 2.11
P -1.55 0.92 -2.05 0.95
P 1.53 0.90 1.78 1.04
N 1.31 0.49 -1.10 -0.30
H -0.96 -0.60 -0.95 -0.83
C -1.33 2.57 -2.76 -0.77
H -2.13 2.83 -3.45 0.45
H -0.38 2.62 -3.31 0.34
H -1.29 3.34 -1.98 -0.20
C -3.35 0.57 -1.99 -1.41
H -3.87 0.68 -2.95 0.49
H -3.83 1.26 -1.27 0.32
H -3.51 -0.46 -1.64 0.31
C -0.88 -0.22 -3.33 -1.26
H -1.62 -0.43 -4.10 0.51
H -0.58 -1.16 -2.87 0.19
H 0.02 0.23 -3.78 0.33
C 2.41 2.47 2.17 -1.31
H 3.28 2.31 2.83 0.45
H 1.74 3.20 2.64 0.27
H 2.78 2.90 1.23 0.30
C 0.94 0.32 3.42 -1.32
H 1.77 0.19 4.14 0.46
H 0.41 -0.63 3.31 0.23
H 0.24 1.06 3.83 0.30
C 3.02 -0.16 1.44 -1.23
H 3.66 -0.28 2.32 0.49
H 3.60 0.30 0.63 0.34
H 2.70 -1.16 1.10 0.16
C 2.25 0.03 -1.96 -0.84
C 3.87 0.44 -3.74 -0.58
C 2.95 0.93 -2.83 -0.26
C 2.56 -1.36 -2.04 0.82
C 3.49 -1.83 -2.95 -0.82
C 4.15 -0.94 -3.80 -0.44
H 4.39 1.13 -4.40 0.38
H 2.71 2.00 -2.74 0.40
H 2.01 -2.03 -1.36 0.20
H 3.70 -2.90 -2.99 0.44
H 4.89 -1.31 -4.51 0.37
C -0.88 3.77 1.18 0.94
O -0.09 3.11 0.44 -0.48
C -1.69 4.87 0.62 -1.55
H -2.74 4.70 0.88 0.39
H -1.61 4.89 -0.47 0.28
H -1.37 5.82 1.02 0.38
C -1.17 3.31 2.59 -0.60
H -0.29 3.56 3.19 0.25
H -1.28 2.22 2.65 -0.13
H -2.08 3.77 3.02 0.42
C 1.19 -4.61 -0.78 -0.62
C 0.12 -4.07 -1.49 -1.01
C -0.54 -2.94 -1.00 0.19
C -0.07 -2.35 0.18 -0.90
C 0.97 -2.91 0.93 0.10
C 1.62 -4.04 0.42 -0.88
N -0.75 -1.19 0.69 0.47
C -1.81 -1.34 1.58 0.90
C -2.73 -0.29 1.81 -0.43
C -3.82 -0.50 2.65 -0.97
C -3.98 -1.72 3.30 -0.62
C -3.08 -2.77 3.08 -0.72
C -2.01 -2.59 2.20 -0.57
H 1.68 -5.50 -1.16 0.40
H -0.24 -4.53 -2.41 0.41
H -1.43 -2.53 -1.48 0.70
H 1.22 -2.47 1.89 0.50
H 2.45 -4.46 0.99 0.41
H -2.55 0.65 1.28 0.28
H -4.54 0.30 2.80 0.39
H -4.82 -1.87 3.98 0.35
H -3.20 -3.73 3.58 0.38
H -1.34 -3.42 1.97 0.26
```

For the total energy, the calculation gives -2024.342374 Eh. As for the maximum force: 4.54 eV/A. For the HOMO-LUMO gap (alpha / beta), the calculation gives 4.09 / 5.85 eV. Its spin multiplicity is 6. The calculation puts the HOMO energy (alpha / beta) at -3.63 / -6.27 eV.


# 6
Formula: C27H40N3O2P3W
Source: the Open Molecules 2025 dataset
Level of theory: the ωB97M-V functional and the def2-TZVPD basis

Geometry as XYZ:
```
76
Properties=species:S:1:pos:R:3:mulliken_charge:R:1
P -0.04 1.55 2.69 1.00
C 0.71 0.11 3.52 -1.31
H 0.66 0.26 4.61 0.58
H 1.76 -0.01 3.22 0.41
H 0.16 -0.80 3.25 0.35
C 1.21 2.83 3.09 -1.43
H 0.75 3.83 3.11 0.44
H 1.97 2.81 2.30 0.33
H 1.68 2.60 4.06 0.49
C -1.43 1.82 3.87 -1.36
H -1.03 2.10 4.85 0.50
H -1.99 0.88 3.95 0.39
H -2.11 2.59 3.51 0.35
P -3.28 0.30 -1.00 0.80
C -3.23 -1.51 -0.99 -1.28
H -4.22 -1.91 -1.25 0.52
H -2.94 -1.89 -0.01 0.38
H -2.50 -1.86 -1.73 0.34
C -4.78 0.59 0.01 -1.19
H -5.11 1.63 -0.07 0.36
H -4.54 0.38 1.06 0.33
H -5.57 -0.09 -0.32 0.50
C -3.77 0.55 -2.75 -1.29
H -4.83 0.29 -2.87 0.48
H -3.16 -0.11 -3.37 0.38
H -3.61 1.58 -3.07 0.30
P 1.67 1.42 -2.45 0.98
C 2.64 -0.02 -2.89 -1.27
H 3.25 0.23 -3.78 0.54
H 1.97 -0.85 -3.12 0.40
H 3.31 -0.30 -2.07 0.37
C 1.15 2.27 -3.96 -1.29
H 1.96 2.23 -4.70 0.53
H 0.91 3.33 -3.76 0.40
H 0.26 1.76 -4.36 0.41
C 2.66 2.48 -1.39 -1.10
H 3.41 3.00 -2.02 0.49
H 3.20 1.87 -0.65 0.35
H 2.06 3.23 -0.86 0.23
W -1.38 2.05 -0.17 1.18
C -1.32 0.24 0.89 -0.07
O -1.39 -0.86 1.34 -0.37
C -0.01 0.85 -1.74 0.27
O -0.49 -0.17 -2.25 -0.43
C -1.84 3.50 -1.70 -0.71
C -0.58 3.80 -1.16 -0.70
C -0.42 3.93 0.23 -1.24
C -1.53 3.79 1.07 -0.68
C -2.79 3.52 0.52 -0.77
C -2.94 3.34 -0.86 -1.24
H -1.95 3.33 -2.77 0.54
H 0.27 3.90 -1.81 1.42
H 0.56 4.11 0.64 0.52
H -1.43 3.94 2.13 1.36
H -3.65 3.43 1.18 0.49
H -3.91 3.11 -1.26 1.03
N 2.74 -9.50 0.73 -0.18
C 2.61 -8.34 0.68 -0.21
C 2.47 -6.91 0.65 0.61
C 1.54 -6.32 -0.23 -0.93
C 1.38 -4.93 -0.25 -0.44
C 2.18 -4.13 0.58 1.99
C 3.12 -4.71 1.45 -0.54
C 3.25 -6.10 1.48 -0.89
N 2.08 -2.73 0.53 0.35
C 2.98 -1.81 1.07 -0.17
C 2.49 -0.57 0.78 -1.83
N 1.30 -0.69 0.12 0.73
C 1.07 -1.99 -0.05 -0.74
H 0.95 -6.95 -0.89 0.49
H 0.65 -4.46 -0.92 0.40
H 3.73 -4.09 2.10 0.34
H 3.96 -6.57 2.17 0.51
H 3.89 -2.10 1.55 0.55
H 2.92 0.39 1.03 0.66
H 0.25 -2.48 -0.56 0.30
```

For the total energy, the calculation gives -2457.137897 Eh. The energy above the lowest of the compared OMol25 structures with the same formula, charge and spin comes out at 0.00 kcal per mole. As for the maximum force: 9.32 eV/A. For the HOMO-LUMO gap (alpha / beta), the calculation gives 6.56 / 4.90 eV. The charge is +4. Its spin multiplicity is 3. The calculation puts the HOMO energy (alpha / beta) at -19.42 / -19.38 eV.